1.
The following is a DFT calculation (wB97M-V/def2-TZVPD) of a molecular structure, C11H22BrIN4OP.

Cartesian coordinates (Å):
C (-3.88107, -0.84838, -2.02518)
C (-4.13897, -2.29372, -1.64350)
O (-5.03599, -2.92052, -2.11579)
N (-3.25304, -2.90313, -0.67803)
C (-1.83889, -2.89109, -1.03851)
C (-0.98028, -1.87901, -0.27794)
C (0.41879, -1.80559, -0.87983)
C (1.45743, -1.21480, 0.05623)
N (1.19583, 0.23127, 0.40504)
C (1.90474, 0.49584, 1.57053)
N (1.41369, 0.39884, 2.77717)
N (3.19534, 0.92115, 1.40454)
C (3.30013, 1.26154, -0.02425)
Br (4.29805, 2.85766, -0.40050)
C (1.81708, 1.32635, -0.43361)
I (1.60620, 1.15431, -2.53740)
P (0.96817, 3.01061, -0.02647)
C (-0.74577, 2.47701, 0.37014)
C (1.62420, 3.62666, 1.59586)
H (-3.68396, -0.24810, -1.13537)
H (-4.76073, -0.45675, -2.52704)
H (-3.02427, -0.76873, -2.69616)
H (-3.41019, -2.50312, 0.24017)
H (-1.41626, -3.89032, -0.90422)
H (-1.75097, -2.68007, -2.10865)
H (-1.47127, -0.90441, -0.32380)
H (-0.91689, -2.20444, 0.76685)
H (0.38674, -1.28221, -1.83038)
H (0.75900, -2.82172, -1.10405)
H (2.47554, -1.36731, -0.31672)
H (1.37855, -1.76967, 0.99622)
H (0.68020, -0.24973, 3.02783)
H (1.85193, 0.93879, 3.51178)
H (3.80716, 0.17619, 1.72979)
H (3.83680, 0.48272, -0.55954)
H (-0.98118, 2.71331, 1.40800)
H (-0.91106, 1.41498, 0.20184)
H (-1.41676, 3.05596, -0.25945)
H (1.74324, 4.70267, 1.49424)
H (0.91369, 3.44466, 2.40630)
H (2.58506, 3.21230, 1.88386)

Summary:
- Net charge: +1
- Max |F|: 0.99 eV Å⁻¹
- Kohn-Sham gap: 7.1781 eV

2.
The following is a DFT calculation (wB97M-V/def2-TZVPD) of 3 unconnected molecules or ions with the total composition C2H10N2O2 in a non-equilibrium geometry.

Cartesian coordinates (Å):
C (-2.06331, -2.70014, -0.40937)
N (-1.07889, -1.98159, -1.16635)
C (-0.95645, -0.73615, -1.01083)
N (-1.76365, 0.14799, -0.32252)
H (-1.68239, -3.02064, 0.56356)
H (-2.35175, -3.63313, -0.88379)
H (-2.94589, -2.10052, -0.15561)
H (-0.32571, -0.23939, -1.72906)
H (-1.35293, 1.01029, 0.00148)
H (-2.37547, -0.19548, 0.40382)
O (2.22382, 1.42447, 1.61756)
H (2.98256, 1.75383, 2.09886)
H (1.41349, 1.61867, 2.08305)
O (3.53775, 2.75572, -0.75222)
H (4.06370, 3.10726, -0.02311)
H (2.67512, 2.78882, -0.31548)

Summary:
- Relative energy (zero: lowest compared OMol25 entry of this formula, charge and spin): 22.12 kcal per mole
- Max |F|: 1.24 eV Å⁻¹
- Kohn-Sham gap: 9.3798 eV
- SMILES string: C/N=C\N.O.O